# 1
This record from the OMol25 dataset describes a cluster of 8 separate species, C24H44O24 in total in a non-equilibrium geometry. The level of theory is wB97M-V/def2-TZVPD.

Atoms and positions in Å:
C (3.6477, -0.4204, -6.8600)
C (2.5795, -1.0553, -7.7200)
O (1.8139, 0.0284, -8.1391)
C (2.1261, 1.0424, -7.4100)
O (1.5792, 2.1193, -7.5376)
O (3.0471, 0.7763, -6.5315)
H (4.5556, -0.2644, -7.4425)
H (3.8010, -1.0618, -5.9921)
H (1.8986, -1.7382, -7.2120)
H (3.0400, -1.6624, -8.4994)
C (0.9693, 5.6533, 7.7705)
C (1.7208, 5.7066, 9.0804)
O (2.5427, 4.6005, 9.1841)
C (2.4891, 3.9535, 8.0077)
O (3.1182, 2.9699, 7.6939)
O (1.7152, 4.6947, 7.1124)
H (0.9224, 6.5274, 7.1211)
H (-0.0600, 5.3008, 7.8354)
H (0.9966, 5.6921, 9.8949)
H (2.4345, 6.5282, 9.1404)
C (-6.7754, -4.3418, 6.4645)
O (-5.5044, -5.0284, 6.2438)
C (-5.1413, -6.0755, 6.9447)
O (-5.7794, -6.4467, 7.9450)
O (-4.0563, -6.5891, 6.3466)
C (-3.5515, -7.8841, 6.7604)
H (-6.7591, -3.9277, 7.4727)
H (-7.6038, -5.0499, 6.4847)
H (-6.9245, -3.4533, 5.8509)
H (-4.1927, -8.7533, 6.6140)
H (-3.1439, -7.8634, 7.7711)
H (-2.6359, -8.0660, 6.1976)
C (3.8540, 5.2992, 0.2077)
O (4.5823, 4.6729, -0.7605)
C (5.9136, 4.8093, -0.7772)
O (6.5925, 5.6548, -0.1884)
O (6.4469, 3.9434, -1.6548)
C (7.8343, 3.8028, -1.8710)
H (3.4851, 4.4522, 0.7861)
H (3.1044, 5.9727, -0.2078)
H (4.4795, 5.8022, 0.9451)
H (7.9745, 3.2472, -2.7982)
H (8.2651, 3.1587, -1.1043)
H (8.4033, 4.7275, -1.9668)
C (-1.8857, 0.0457, 3.6742)
O (-1.1982, -0.1095, 2.3979)
C (-1.6934, 0.6196, 1.3193)
O (-2.4259, 1.6190, 1.4592)
O (-1.1904, 0.1275, 0.1854)
C (-1.5250, 0.7788, -1.0169)
H (-1.5859, -0.8361, 4.2404)
H (-2.9619, -0.0193, 3.5136)
H (-1.6472, 1.0054, 4.1325)
H (-1.1224, 1.7900, -1.0753)
H (-2.5959, 0.9526, -1.1217)
H (-1.0831, 0.2370, -1.8532)
C (3.9525, -8.8998, 4.8827)
O (3.6032, -7.5887, 5.1858)
C (3.4997, -7.1442, 6.4233)
O (3.6658, -7.8012, 7.4345)
O (3.0850, -5.8925, 6.3919)
C (2.8600, -5.1142, 7.5726)
H (4.5904, -9.3405, 5.6488)
H (4.4507, -8.8035, 3.9180)
H (3.0134, -9.4467, 4.7983)
H (2.6623, -4.1055, 7.2100)
H (3.5770, -4.8763, 8.3583)
H (1.9875, -5.4015, 8.1594)
C (-1.1709, 8.9672, -5.2728)
O (-2.0675, 7.8839, -4.9439)
C (-3.2730, 8.1397, -4.3006)
O (-3.7419, 9.2750, -4.1308)
O (-3.7787, 6.9817, -3.8316)
C (-4.8656, 7.0619, -2.8255)
H (-1.5842, 9.8218, -5.8083)
H (-0.6591, 8.4714, -6.0976)
H (-0.4540, 9.3359, -4.5391)
H (-5.7663, 7.5617, -3.1817)
H (-4.6255, 7.6044, -1.9112)
H (-5.3181, 6.1216, -2.5105)
C (-3.8151, -4.1992, -8.0350)
O (-2.9547, -3.6753, -9.0766)
C (-3.2385, -4.0846, -10.3552)
O (-4.1950, -4.7369, -10.7590)
O (-2.2329, -3.6280, -11.1362)
C (-1.9855, -4.1637, -12.4542)
H (-3.7049, -5.2311, -7.7014)
H (-4.8384, -4.2392, -8.4085)
H (-3.7228, -3.5651, -7.1533)
H (-1.1131, -3.7559, -12.9647)
H (-2.8483, -3.9540, -13.0864)
H (-1.8829, -5.2439, -12.5576)

Cartesian forces, eV/Å:
C 0.12 -1.94 -0.15
C 0.23 -2.18 0.03
O -0.46 -1.64 -2.22
C -2.48 4.82 -0.38
O 0.79 -1.08 0.44
O 1.32 1.05 1.99
H 0.17 0.10 0.26
H 0.42 0.42 0.13
H 0.14 0.00 0.46
H -0.27 0.46 -0.55
C -0.44 -0.03 -0.31
C -0.78 2.54 1.41
O -0.11 -2.04 -0.72
C 1.25 -0.79 -1.89
O -1.36 1.64 0.75
O 1.44 -2.50 -0.58
H 0.38 0.36 0.50
H -0.12 -0.07 0.45
H 0.34 0.32 0.27
H -0.61 0.58 0.12
C 0.50 -0.49 2.02
O -0.46 1.72 -1.76
C -2.24 -0.75 2.28
O 2.06 0.02 -2.12
O -0.20 -0.93 0.45
C 1.11 0.23 0.41
H 0.12 -0.13 0.23
H 0.11 0.02 -0.54
H 0.50 -0.72 -0.73
H -0.51 0.54 0.01
H -0.70 0.17 0.32
H -0.29 0.31 -0.57
C -0.48 0.17 2.56
O 2.34 -1.08 -2.29
C 2.28 1.92 0.08
O -1.64 -1.66 -0.58
O -1.58 -0.23 -0.09
C 0.78 -0.30 0.09
H -1.10 0.34 0.07
H 0.00 -0.27 0.05
H 0.17 0.51 -0.39
H -0.44 0.13 -0.09
H 0.04 0.29 0.28
H -0.37 0.18 0.32
C -0.14 -0.14 -1.05
O -0.85 0.62 -1.61
C -0.81 1.94 2.18
O 1.76 -2.86 -0.79
O -0.03 -0.34 1.18
C -0.26 1.32 -0.77
H 0.21 0.39 0.14
H 0.00 0.15 -0.02
H 0.14 -0.22 0.06
H 0.35 0.04 0.37
H -0.09 -0.58 -0.01
H -0.28 -0.31 0.32
C -0.03 -0.64 0.03
O -0.17 2.15 -0.23
C -0.33 -1.42 1.97
O 0.17 0.46 -0.78
O 0.40 1.07 0.08
C -1.04 1.25 0.54
H 0.00 -0.01 -0.10
H 0.02 -0.49 0.11
H 0.23 -0.41 -0.12
H -0.27 -0.19 -0.43
H 1.22 -1.20 -0.58
H -0.20 -0.58 -0.50
C 0.01 -0.46 -2.05
O -1.80 0.39 1.52
C 0.40 2.63 0.62
O 1.04 -2.97 -0.44
O -0.66 0.11 0.79
C -0.81 0.93 -0.32
H -0.88 0.02 0.62
H 0.74 0.12 0.28
H -0.47 -0.56 0.54
H 0.40 0.46 -0.72
H 0.81 0.01 -0.27
H 1.22 -0.68 -0.56
C -1.16 0.12 -0.33
O -0.46 -1.16 -0.63
C -0.46 -0.82 -0.79
O 1.71 1.14 1.21
O 0.80 -0.27 0.28
C -1.52 -0.31 -0.83
H 1.15 -0.15 -0.47
H -0.11 0.60 0.06
H 0.06 0.18 -0.39
H 0.04 0.59 0.91
H -0.07 0.26 0.00
H 0.02 -0.17 0.99

Properties
- Kohn-Sham gap (hartree) = 0.4040
- total charge = 0
- energy relative to the best compared isomer or geometry (same formula, charge and spin) (kcal per mole) = 94.1
- HOMO energy (eV) = -10.64
- maximum force (Eh/bohr) = 0.106



# 2
This record from the OMol25 dataset describes a structure of composition C22H35NO7P2RhSi2. The level of theory is wB97M-V/def2-TZVPD.

Atoms and positions in Å:
Rh (-0.0247, -0.3728, 0.6845)
C (1.9680, 0.1411, -0.0636)
Si (2.5993, 1.7186, 0.6157)
C (1.3997, 3.0858, 0.1002)
N (0.0095, 2.6309, 0.1114)
C (-0.7729, 3.0711, 1.2714)
C (-1.9964, 3.8886, 0.8689)
C (-1.5981, 4.9515, -0.1496)
C (-1.0221, 4.3050, -1.4234)
C (-0.6646, 2.8357, -1.1658)
C (2.8193, 1.6443, 2.4801)
C (2.9866, 0.4165, 3.1226)
C (3.2158, 0.3425, 4.4895)
C (3.2853, 1.5056, 5.2427)
C (3.1254, 2.7375, 4.6249)
C (2.8977, 2.8019, 3.2572)
C (4.2986, 2.2065, -0.0668)
C (5.4417, 2.2728, 0.7316)
C (6.6798, 2.6048, 0.1961)
C (6.8004, 2.8818, -1.1572)
C (5.6782, 2.8209, -1.9723)
C (4.4472, 2.4856, -1.4289)
H (2.5301, -0.7517, 0.2169)
H (1.8383, 0.1446, -1.1492)
H (1.6657, 3.3808, -0.9194)
H (1.5267, 3.9955, 0.7045)
H (-0.1287, 3.6857, 1.9125)
H (-1.0911, 2.2160, 1.8787)
H (-2.4192, 4.3528, 1.7631)
H (-2.7596, 3.2240, 0.4584)
H (-0.8448, 5.6007, 0.3085)
H (-2.4509, 5.5890, -0.3913)
H (-0.1373, 4.8564, -1.7527)
H (-1.7435, 4.3517, -2.2424)
H (-0.0127, 2.4555, -1.9542)
H (-1.5568, 2.2150, -1.1805)
H (2.9214, -0.4993, 2.5483)
H (3.3259, -0.6224, 4.9672)
H (3.4556, 1.4523, 6.3107)
H (3.1723, 3.6477, 5.2108)
H (2.7786, 3.7732, 2.7894)
H (5.3649, 2.0628, 1.7922)
H (7.5516, 2.6468, 0.8373)
H (7.7642, 3.1420, -1.5767)
H (5.7645, 3.0295, -3.0316)
H (3.5854, 2.4272, -2.0854)
O (-3.8258, -1.1685, -1.3994)
P (-2.2421, -1.1109, -1.1394)
O (-1.5159, -1.2241, -2.4264)
O (-1.9552, 0.0981, -0.2524)
O (-2.0177, -2.4125, -0.2138)
P (-0.6572, -3.3565, -0.2117)
O (-0.4747, -3.6910, -1.7535)
O (-0.9018, -4.5534, 0.5971)
O (0.4626, -2.3910, 0.2183)
H (-4.2975, -1.2676, -0.5673)
H (-0.6745, -2.8877, -2.2850)
C (-2.4760, -1.2786, 3.1816)
Si (-0.6815, -0.7019, 3.0579)
C (0.3443, -2.1086, 3.8033)
C (-0.5746, 0.8145, 4.2021)
H (-2.7209, -1.4576, 4.2338)
H (-2.6207, -2.2066, 2.6261)
H (-3.1682, -0.5338, 2.7848)
H (0.3659, -2.0101, 4.8925)
H (1.3697, -2.1358, 3.4376)
H (-0.1103, -3.0647, 3.5394)
H (-0.2615, 0.4883, 5.1968)
H (-1.5607, 1.2766, 4.2887)
H (0.1261, 1.5782, 3.8705)

Cartesian forces, eV/Å:
Rh 0.45 0.59 -0.22
C -0.08 -0.02 -0.09
Si -0.04 0.03 -0.04
C 0.10 0.15 0.05
N 0.05 -0.35 0.03
C -0.11 -0.05 0.11
C 0.03 0.05 0.05
C -0.04 0.04 0.00
C 0.06 -0.03 0.00
C -0.08 0.06 -0.04
C -0.02 -0.04 0.01
C -0.07 0.02 0.03
C -0.02 0.02 0.01
C -0.01 -0.03 0.02
C -0.02 0.05 -0.01
C -0.03 -0.03 0.02
C 0.00 0.03 0.01
C 0.00 0.02 -0.01
C 0.00 0.01 0.00
C 0.01 0.01 0.00
C 0.00 0.00 0.00
C 0.01 -0.02 0.00
H -0.02 -0.02 -0.03
H 0.02 0.00 -0.01
H 0.07 0.00 -0.02
H 0.06 0.04 -0.02
H -0.02 -0.01 0.01
H 0.04 -0.01 -0.06
H -0.03 -0.04 0.00
H -0.03 0.03 -0.03
H -0.01 0.00 0.02
H 0.01 0.02 0.00
H -0.02 0.00 -0.01
H 0.00 -0.01 -0.02
H -0.05 -0.06 0.00
H -0.03 -0.06 0.00
H 0.00 -0.04 -0.03
H 0.01 -0.03 0.01
H 0.00 0.00 0.01
H 0.01 0.00 -0.01
H 0.00 0.03 -0.01
H 0.00 -0.01 0.01
H 0.01 0.00 0.01
H 0.01 0.00 0.00
H 0.00 0.00 -0.01
H -0.02 0.00 -0.02
O 0.07 0.00 -0.05
P -0.02 0.14 -0.11
O -0.03 -0.12 0.03
O 0.21 -0.22 -0.03
O 0.00 -0.18 -0.11
P -0.01 0.17 0.08
O -0.02 0.02 -0.11
O 0.03 -0.02 0.04
O -0.36 -0.04 0.06
H -0.08 0.03 0.10
H 0.01 0.02 0.02
C 0.04 -0.01 -0.11
Si -0.18 -0.17 0.63
C 0.03 0.10 -0.09
C 0.05 -0.05 -0.07
H -0.03 -0.01 0.01
H 0.00 -0.02 0.00
H 0.00 0.03 0.00
H 0.00 -0.04 0.03
H 0.06 0.03 0.01
H -0.02 -0.02 -0.04
H -0.02 0.00 0.06
H -0.02 0.03 -0.01
H 0.13 0.03 -0.02

Properties
- Kohn-Sham gap (alpha / beta) (hartree) = 0.2471 / 0.2683
- total charge = -1
- energy relative to the best compared isomer or geometry (same formula, charge and spin) (kcal per mole) = 8.5
- HOMO energy (alpha / beta) (eV) = -4.24 / -5.74
- ⟨S²⟩ = 6.007
- maximum force (Eh/bohr) = 0.015
- 2S+1 = 5



Number 1: E_tot -74736.9997 eV. Number 2: E_tot -76554.3354 eV.